# 1
DFT (the ωB97M-V functional and the def2-TZVPD basis) results for a molecular structure, C38H42BrN2O2P2ReSi2 in a non-equilibrium geometry.

Calculated values
M   942.997 g/mol
Lowest unoccupied orbital energy (alpha / beta)   -3.2 / -3.0 eV
Net charge   +1
Multiplicity   2
ΔE to the lowest compared entry with this formula, charge and spin   0.0000 eV
Frontier orbital gap (alpha / beta)   7.7 / 7.9 eV
Energy   -153667.1690 eV
Expectation value of S²   0.7596

Structure (XYZ):
```
90
Properties=species:S:1:pos:R:3:forces:R:3:lowdin_spin:R:1
Re 0.1170 -0.1884 -1.4625 0.39 -1.01 0.35 0.849
C 3.9935 -2.4371 -1.9640 -0.08 0.17 -0.05 0.005
Si 3.4749 -0.6342 -2.0113 0.13 0.02 -0.02 0.011
C 2.9510 -0.2058 -3.7516 -0.04 -0.10 0.12 0.001
C 4.8356 0.4835 -1.3824 -0.08 -0.18 -0.04 0.000
N 2.0439 -0.4344 -0.9619 0.15 0.13 -0.12 0.049
P 1.6938 -0.8605 0.5911 0.25 -0.17 -0.08 -0.002
C 0.1038 -1.3583 0.1781 -0.06 0.49 0.34 -0.029
P -1.5390 -0.9919 0.4544 -0.43 -0.05 -0.17 0.004
N -1.7962 -0.5801 -1.1363 -0.25 0.31 -0.17 0.052
Si -3.1122 -0.6369 -2.3377 -0.13 -0.07 0.07 0.015
C -4.1320 0.9285 -2.1608 0.06 -0.18 0.02 -0.001
C -2.2635 -0.6964 -3.9996 -0.03 0.02 0.11 0.007
C -4.1763 -2.1447 -2.0481 0.08 0.15 -0.07 0.006
C -1.8825 0.3764 1.5644 0.05 -0.10 0.04 0.000
C -2.1180 1.6562 1.0772 -0.02 0.02 -0.11 -0.001
C -2.2842 2.7157 1.9549 0.01 0.03 0.02 0.000
C -2.2037 2.4995 3.3224 0.00 0.01 -0.02 0.000
C -1.9636 1.2232 3.8152 0.00 0.01 0.01 0.000
C -1.8091 0.1616 2.9402 0.08 -0.05 0.04 0.000
C -2.5760 -2.3604 0.9569 0.09 0.01 -0.02 0.001
C -3.8225 -2.1468 1.5412 -0.02 0.06 0.05 0.000
C -4.6489 -3.2245 1.8143 0.00 0.00 0.00 0.000
C -4.2328 -4.5120 1.5048 -0.01 0.00 0.00 0.000
C -2.9904 -4.7284 0.9248 0.00 -0.02 0.00 0.000
C -2.1619 -3.6539 0.6489 0.06 -0.04 -0.02 -0.001
C 1.7887 0.4939 1.7691 0.07 -0.01 0.01 0.000
C 2.1673 0.2525 3.0888 -0.06 -0.08 0.09 0.000
C 2.1802 1.2878 4.0109 -0.02 0.04 0.00 0.000
C 1.8174 2.5692 3.6227 0.01 -0.04 0.02 0.000
C 1.4308 2.8134 2.3122 -0.02 0.04 0.02 0.000
C 1.4152 1.7815 1.3922 -0.04 0.03 -0.09 -0.001
C 2.7806 -2.1424 1.2020 -0.14 -0.07 -0.07 -0.001
C 2.3425 -3.4610 1.1787 -0.05 -0.08 -0.03 -0.001
C 3.2058 -4.4854 1.5367 0.02 0.00 0.01 0.000
C 4.5084 -4.1909 1.9087 0.00 0.02 0.00 0.000
C 4.9499 -2.8726 1.9338 0.02 -0.05 0.01 0.000
C 4.0888 -1.8489 1.5831 0.05 0.10 0.04 0.000
H 4.6739 -2.6348 -2.7940 0.05 0.00 -0.04 0.001
H 4.5038 -2.7173 -1.0445 0.02 0.00 0.08 0.000
H 3.1301 -3.0933 -2.0868 -0.04 -0.01 -0.01 0.000
H 3.7129 -0.5603 -4.4483 0.05 0.01 -0.01 0.000
H 2.0156 -0.7048 -4.0204 0.02 -0.02 0.00 0.000
H 2.8229 0.8641 -3.8972 0.00 0.06 0.04 0.000
H 5.6295 0.5541 -2.1278 0.04 -0.01 -0.04 0.000
H 4.4670 1.4899 -1.1940 -0.07 0.06 -0.01 0.000
H 5.2880 0.0939 -0.4688 -0.01 0.00 0.03 0.000
H -3.6321 1.7900 -2.6037 0.04 0.04 0.00 0.000
H -5.0901 0.8186 -2.6709 -0.03 -0.03 -0.04 0.000
H -4.3470 1.1546 -1.1146 0.00 -0.01 0.03 0.000
H -1.7199 0.2255 -4.2185 0.03 0.04 0.02 0.002
H -1.5597 -1.5284 -4.0589 -0.01 -0.04 0.00 0.001
H -3.0007 -0.8281 -4.7933 -0.04 0.00 -0.02 0.000
H -4.7614 -2.0676 -1.1321 -0.01 0.01 0.05 0.000
H -4.8782 -2.2439 -2.8784 -0.03 -0.01 -0.03 0.001
H -3.5883 -3.0610 -1.9973 0.05 -0.02 -0.01 0.000
H -2.1678 1.8226 0.0105 -0.01 0.02 -0.05 0.000
H -2.4688 3.7097 1.5683 -0.01 0.01 -0.01 0.000
H -2.3302 3.3265 4.0079 0.00 0.02 0.01 0.000
H -1.9002 1.0557 4.8817 0.00 -0.01 0.01 0.000
H -1.6237 -0.8324 3.3311 -0.01 -0.02 -0.01 0.000
H -4.1470 -1.1427 1.7863 0.00 0.01 0.00 0.000
H -5.6154 -3.0612 2.2705 -0.01 0.01 0.01 0.000
H -4.8792 -5.3520 1.7196 -0.01 -0.02 0.01 0.000
H -2.6700 -5.7335 0.6881 0.01 -0.02 -0.01 0.000
H -1.1946 -3.8119 0.1865 0.01 0.01 -0.01 0.000
H 2.4442 -0.7438 3.4090 0.01 0.01 -0.03 0.000
H 2.4775 1.0909 5.0317 0.01 0.00 0.02 0.000
H 1.8373 3.3780 4.3406 0.00 0.01 0.02 0.000
H 1.1412 3.8092 2.0031 0.00 0.01 0.00 0.000
H 1.1038 1.9799 0.3764 0.04 -0.01 -0.03 -0.001
H 1.3287 -3.6854 0.8707 -0.01 0.01 0.00 -0.001
H 2.8641 -5.5109 1.5201 -0.01 -0.02 0.00 0.000
H 5.1840 -4.9896 2.1828 0.02 -0.01 0.01 0.000
H 5.9653 -2.6459 2.2279 0.02 0.00 0.01 0.000
H 4.4356 -0.8226 1.6117 -0.01 0.01 -0.01 0.000
Br -2.5614 7.3226 -0.6089 0.00 -0.01 0.00 0.000
C -1.4665 5.8754 -1.1182 0.00 -0.07 -0.02 0.000
C -2.0582 4.6843 -1.5191 -0.02 0.10 0.03 0.000
C -1.2508 3.6186 -1.8716 -0.01 -0.03 -0.07 0.000
C 0.1323 3.7393 -1.8246 0.09 0.13 0.05 0.000
C 0.7124 4.9478 -1.4444 -0.01 -0.05 0.04 0.000
C -0.0850 6.0188 -1.0878 -0.07 0.05 0.02 0.000
C 1.0303 2.6050 -2.1279 0.03 -0.33 -0.02 0.002
O 2.2270 2.6431 -2.1272 -0.05 0.13 -0.03 0.000
O 0.3800 1.4227 -2.3828 -0.10 0.65 -0.26 0.032
H -3.1352 4.5981 -1.5593 -0.01 0.01 0.00 0.000
H -1.6973 2.6928 -2.2036 0.00 -0.04 0.02 0.000
H 1.7903 5.0333 -1.4222 0.01 -0.02 -0.01 0.000
H 0.3546 6.9593 -0.7886 0.01 0.01 0.01 0.000
```
Positions in Å, forces in eV/Å.



# 2
DFT (the ωB97M-V functional and the def2-TZVPD basis) results for a molecular structure, C38H42CrN6O4S3 in a non-equilibrium geometry.

Calculated values
M   794.989 g/mol
Lowest unoccupied orbital energy (alpha / beta)   -3.4 / -3.5 eV
Net charge   +1
Multiplicity   4
ΔE to the lowest compared entry with this formula, charge and spin   0.0000 eV
Frontier orbital gap (alpha / beta)   6.7 / 6.6 eV
Energy   -118140.9652 eV
Expectation value of S²   3.7728

Structure (XYZ):
```
94
Properties=species:S:1:pos:R:3:forces:R:3:lowdin_spin:R:1
Cr -4.3314 14.8544 16.7076 -0.32 -0.10 0.36 2.891
N 1.4237 23.0210 14.8720 0.92 2.06 -0.31 0.000
C 0.9449 22.0209 15.0958 -0.48 -2.07 0.23 0.000
C 0.3305 20.7331 15.2698 -0.43 0.71 -0.17 0.000
C -0.0166 20.0133 14.1549 -0.98 -2.08 -0.92 0.000
C -0.7855 18.8071 14.2703 1.07 1.90 0.34 0.000
C -1.2448 18.4492 15.5236 0.25 0.25 -0.19 -0.001
C -0.9175 19.1990 16.6356 1.76 1.62 -0.81 0.000
C -0.0966 20.3338 16.5180 -0.69 -1.44 0.06 0.000
C -2.1551 17.3271 15.7940 1.43 -0.08 -0.28 -0.004
C -1.5931 16.1598 16.3029 0.69 -1.08 -0.11 0.002
C -0.2144 15.8403 16.4765 -1.92 -1.22 0.30 0.016
C -0.1733 14.5347 16.9916 -0.04 0.55 -0.18 0.005
C -1.4885 14.0819 17.0549 -1.05 1.21 0.38 0.015
N -2.3591 15.0646 16.6349 0.92 -1.33 0.75 -0.014
C -3.4651 17.5917 15.6203 -1.42 1.15 -0.47 0.001
C -4.0482 18.8136 15.1036 0.61 -0.62 0.71 0.013
C -5.3914 18.6700 15.2001 -0.36 -1.08 0.03 0.002
C -5.6495 17.3602 15.7432 1.07 0.76 -0.35 0.016
N -4.4841 16.7483 15.9996 -1.24 -0.50 -0.07 -0.023
H 0.2819 20.3414 13.1652 0.04 0.00 0.14 0.000
H -1.0010 18.2148 13.4078 -0.16 -0.28 -0.43 0.000
H -1.2232 18.8794 17.5814 -0.53 -0.36 1.37 0.000
H 0.2555 20.8738 17.3592 -0.07 0.41 0.80 0.000
H 0.5626 16.4432 16.1313 1.22 0.87 -0.08 0.001
H 0.6782 13.9865 17.3539 0.18 -0.03 -0.23 0.000
H -1.9108 13.2018 17.5417 0.35 0.14 -0.41 0.000
H -3.5277 19.7057 14.8032 0.18 -0.07 -0.16 0.001
H -6.0859 19.3940 14.8569 -0.72 0.31 0.00 0.000
H -6.5880 16.8683 15.9357 -0.02 0.02 0.00 0.000
O -4.4129 14.0238 14.8928 -0.54 -0.14 -0.06 0.020
S -3.3992 13.5868 13.8384 0.86 0.16 0.67 0.006
C -2.7309 12.0311 14.4803 0.05 0.50 0.05 0.003
C -3.8227 11.1076 14.9445 -1.31 -0.06 0.60 0.000
C -3.5196 10.4599 16.3096 0.56 0.14 0.15 0.000
C -4.7587 10.4283 17.1996 -0.61 -1.91 -0.87 0.001
S -5.3123 12.0164 17.8692 -0.75 -0.69 -0.32 0.004
O -4.1572 12.9563 17.5893 0.80 0.76 0.00 0.013
C -5.3051 11.4985 19.5714 0.57 0.49 -0.39 0.000
C -6.4893 11.7242 20.2293 -0.54 -0.97 1.23 0.000
C -6.6097 11.1920 21.5162 0.55 -0.54 1.23 0.000
C -5.5582 10.4664 22.1447 -0.38 1.31 -2.29 0.000
C -4.3828 10.2889 21.4252 1.29 -0.05 -1.23 0.000
C -4.2190 10.8270 20.1407 -2.30 0.59 1.02 0.000
C -4.3562 13.0086 12.4814 -1.96 0.78 0.87 -0.001
C -3.6781 12.7376 11.3422 0.04 0.48 -1.67 0.000
C -4.4213 12.6377 10.1444 0.98 0.09 -0.75 0.000
C -5.8127 12.6963 10.1548 1.38 0.40 -0.43 0.000
C -6.4564 12.9508 11.3567 -1.00 -0.28 -0.48 0.000
C -5.7626 13.1758 12.5283 1.24 -1.20 0.25 0.000
H -2.1203 12.3650 15.3373 -0.01 -0.13 -0.56 0.000
H -2.0990 11.6384 13.6792 0.06 0.00 0.19 0.000
H -4.0330 10.3141 14.2177 0.05 0.28 0.03 0.000
H -4.7903 11.6607 15.0945 0.86 -0.18 -0.48 0.000
H -2.6988 11.0079 16.8362 -0.47 -0.67 -0.48 0.000
H -3.2339 9.4152 16.0793 0.13 0.48 0.71 0.000
H -4.6660 9.7314 18.0515 0.07 0.35 -0.58 0.000
H -5.5687 10.0043 16.5395 0.36 0.64 0.87 0.000
H -7.3658 12.1683 19.7769 0.15 0.23 -0.24 0.000
H -7.5287 11.3142 22.0876 0.11 0.08 -0.28 0.000
H -5.6222 10.0937 23.1267 -0.37 -0.44 0.96 0.000
H -3.5190 9.6951 21.7298 -0.45 0.18 0.66 0.000
H -3.3552 10.7820 19.5486 1.35 -0.51 -0.34 0.000
H -2.5999 12.8464 11.3793 0.08 -0.30 -0.46 0.000
H -3.8794 12.6414 9.1648 -0.50 -0.37 1.06 0.000
H -6.3398 12.6683 9.1901 0.07 -0.14 0.70 0.000
H -7.5319 12.9410 11.2292 -0.15 0.30 0.85 0.000
H -6.1505 13.2893 13.5325 -0.64 0.43 -0.27 0.000
N -4.2916 15.5637 18.7463 1.10 -1.77 -0.20 -0.018
C -5.5695 16.1304 19.0423 -1.41 1.45 0.03 0.001
C -6.7285 15.1369 19.0011 -0.05 0.55 0.52 0.001
C -7.1019 14.5580 17.6750 -2.82 -0.16 -0.07 0.006
O -8.1879 13.9861 17.5194 1.36 0.43 0.46 0.005
O -6.2784 14.7811 16.7341 1.49 -0.29 -1.36 0.034
H -3.9977 14.8558 19.4455 -0.29 0.36 -0.71 0.001
H -3.5632 16.2563 18.7473 0.28 0.45 0.04 0.001
H -5.6298 16.9705 18.3318 -0.70 -0.35 0.15 0.000
H -5.6146 16.5990 20.0159 0.29 0.09 0.49 0.000
H -7.6296 15.5376 19.5054 0.52 -0.15 -0.36 0.000
H -6.4288 14.2798 19.5726 0.18 -0.52 0.79 0.000
C -5.2638 16.5024 11.8244 0.46 0.09 -1.65 0.000
N -3.8657 16.5301 12.1657 -0.91 0.71 1.16 0.000
C -2.8258 16.1923 11.4311 1.15 0.30 -1.45 0.000
S -1.4110 15.6589 12.1048 1.26 -0.24 0.90 0.000
N -2.8034 16.3291 10.0876 -0.82 0.05 -0.90 0.000
C -3.7731 17.0405 9.2385 0.02 -0.42 0.12 0.000
H -5.8205 16.3071 12.6915 -0.79 -0.02 1.24 0.000
H -5.3891 15.6494 11.1856 -0.45 -0.44 -0.50 0.000
H -5.6336 17.3834 11.2932 0.06 0.04 0.31 0.000
H -3.6656 16.6330 13.1459 0.19 -0.15 0.11 0.000
H -1.8754 16.1455 9.7202 -0.45 -0.05 -0.02 0.000
H -4.7091 16.5280 9.0828 -0.11 -0.91 -0.16 0.000
H -3.3873 17.2863 8.2440 0.31 -0.07 0.49 0.000
H -4.1223 17.9104 9.7366 0.23 1.28 0.34 0.000
```
Positions in Å, forces in eV/Å.